Record 1
DFT (the ωB97M-V functional and the def2-TZVPD basis) results for 3 unconnected molecules or ions with the total composition C14H13F5N4O6S in a non-equilibrium geometry.

Summary:
largest force on an atom: 5.65 eV Å⁻¹
relative energy (zero: lowest compared OMol25 entry of this formula, charge and spin): 57.35 kcal/mol
2S+1: 1
HOMO level: -9.9 eV
structure (SMILES): O=C1C=CC(=O)c2c1cccc2S(=O)(=O)C(F)(F)C(F)(F)F.NC(N)=O.NC(N)=O
net charge: 0

The geometry in XYZ format:
```
43
Properties=species:S:1:pos:R:3:forces:R:3
S -2.4642 2.1158 1.8776 -0.065 4.919 -2.781
F -3.4947 1.0549 4.6229 0.217 -1.464 -1.233
F -4.7776 -0.6127 3.9200 1.489 1.083 -0.470
F -4.0259 -0.0269 1.2552 0.611 1.223 1.233
F -5.0306 1.5654 2.3971 1.892 -0.564 -0.180
F -2.6193 -0.7870 3.6316 -0.899 1.478 0.043
O 2.1441 -1.5093 -1.2632 0.159 0.033 -0.265
O -1.2110 -0.5253 1.0472 0.154 0.639 0.840
O 0.0999 -1.3842 -6.0343 0.328 0.012 0.175
O -3.0353 3.4337 2.2112 0.384 -2.197 1.167
O -2.1530 2.1321 0.4475 0.102 -1.782 1.892
O 2.6162 -0.8748 4.5523 -0.148 0.146 -0.892
N 2.0754 -0.5870 -6.8254 0.132 0.200 0.251
N 1.6419 -0.2074 -3.0509 0.297 0.585 0.006
N 1.3677 -2.4714 -3.1633 0.039 -0.512 -0.049
N 0.8007 -2.0043 -8.0962 -0.255 -0.259 -0.188
C 2.1189 -1.2615 2.2061 -1.795 1.318 0.044
C -0.2041 -0.2976 1.6772 1.223 -0.794 -0.457
C -0.8230 2.9025 4.0248 0.918 -0.823 0.380
C 0.9378 -1.3281 -6.9261 -0.056 -0.023 -0.088
C -0.0804 0.7935 2.7713 0.695 1.411 1.913
C 1.7440 -1.4050 -2.4180 -0.080 -0.158 -0.133
C 2.0051 -0.5202 3.5612 0.266 0.164 0.515
C 1.2236 1.6969 4.7994 -1.254 0.066 -0.827
C -1.0102 1.9133 2.9502 1.433 -0.899 1.508
C 1.0461 0.7091 3.7327 -1.587 0.815 -1.177
C -3.8383 0.8780 2.2669 -1.612 -1.426 -0.027
C -3.6376 0.1079 3.6320 -1.120 -0.515 0.877
C 0.2929 2.8288 4.9809 -0.139 -2.636 -2.539
C 1.0568 -1.1567 1.3475 1.137 -0.005 0.994
H 3.0187 -1.8644 1.9523 -0.829 0.509 0.546
H 1.9100 0.6109 -2.5323 -0.075 -0.088 -0.029
H 1.4720 -1.9741 -8.8405 -0.019 0.026 0.049
H 2.0896 1.5365 5.4890 -0.934 0.209 -0.703
H 1.1479 -1.7329 0.3827 -0.745 0.970 1.109
H 0.4176 3.5596 5.8143 -0.172 -0.737 -0.991
H 2.2153 -0.0713 -5.9752 0.102 -0.016 -0.142
H -0.0275 -2.5631 -8.2082 0.080 0.063 0.002
H 2.7702 -0.5312 -7.5465 -0.038 -0.015 0.030
H 1.4245 -3.3768 -2.7313 -0.004 0.110 -0.023
H 1.0389 -2.4006 -4.1115 -0.163 0.165 -0.015
H -1.5549 3.7381 4.1649 0.634 -1.058 -0.484
H 1.3121 -0.1036 -3.9934 -0.303 -0.173 0.118
```
Positions in Å, forces in eV/Å.

Results of the natural (NBO) charge analysis, in e, for atoms 1 through 6: number 1, S, carries 2.0086; number 2, F, carries -0.3126; number 3, F, carries -0.3079; number 4, F, carries -0.2840; number 5, F, carries -0.2911; number 6, F, carries -0.2958


Record 2
DFT (the ωB97M-V functional and the def2-TZVPD basis) results for a molecular structure, C14H13MoNS in a non-equilibrium geometry.

Summary:
largest force on an atom: 4.05 eV Å⁻¹
2S+1: 3
HOMO level (spin up / spin down): -15.5 / -15.6 eV
net charge: +2

The geometry in XYZ format:
```
30
Properties=species:S:1:pos:R:3:forces:R:3
Mo -0.4961 -0.8661 -1.6064 3.328 2.303 0.153
S 0.3452 1.0395 2.4190 0.210 -1.059 -1.426
N 0.2825 -0.5265 0.3199 -0.320 -0.144 -0.962
C -1.1292 3.4611 -2.2887 0.054 -0.423 0.007
C -0.9177 3.9407 -0.9901 -0.158 0.069 -0.152
C -0.7936 1.1770 -1.5244 0.658 -0.192 0.628
C 0.9495 -1.3669 3.8036 0.073 -0.221 0.091
C -1.0795 2.0782 -2.5615 0.105 -0.045 0.241
C 0.6877 -0.7364 -3.3542 -0.911 -0.676 -0.269
C 0.8065 -2.7543 1.3365 0.202 -0.014 0.266
C 1.0239 -3.4485 2.5347 -0.031 0.266 -0.042
C -0.4329 1.6831 -0.2349 -0.570 1.522 -0.421
C 1.0810 -2.7669 3.7645 -0.055 0.600 -0.316
C 0.0867 0.7538 0.7293 -0.239 -0.034 0.906
C 0.7593 -0.6789 2.6095 -0.193 -0.168 -0.131
C 0.6910 -1.3659 1.3841 -0.564 -0.057 0.344
C -0.5742 3.0661 0.0352 0.144 -1.016 0.032
H -1.3300 4.1657 -3.0974 -0.006 -0.256 0.227
H 0.2146 -0.1303 -4.1490 0.093 -0.093 0.436
H 1.1368 -4.5338 2.5357 -0.093 0.348 -0.124
H 1.7164 -0.3825 -3.1897 -0.221 -0.051 0.326
H 0.9595 -0.8081 4.7402 0.051 -0.327 -0.159
H -1.8887 -1.1069 -0.3574 -1.088 -0.458 -0.125
H -0.4116 3.4174 1.0542 0.082 0.130 -0.303
H -2.0639 -1.6338 -0.9290 -0.817 -0.251 0.652
H 0.6984 -1.7860 -3.7076 0.211 0.131 0.061
H 0.7133 -3.2681 0.3777 0.131 -0.057 0.304
H -1.2217 1.6909 -3.5731 -0.166 0.362 0.274
H -1.0141 5.0096 -0.7790 0.071 -0.412 -0.119
H 1.2010 -3.3233 4.6981 0.018 0.225 -0.398
```
Positions in Å, forces in eV/Å.

Results of the natural (NBO) charge analysis, in e, for atoms 1 through 6: number 1, Mo, carries 1.4227; number 2, S, carries 0.6099; number 3, N, carries -0.5570; number 4, C, carries -0.1277; number 5, C, carries -0.1505; number 6, C, carries -0.2023


Record 3
DFT (the ωB97M-V functional and the def2-TZVPD basis) results for a molecular structure, C14H13N12O4W.

Summary:
largest force on an atom: 0.61 eV Å⁻¹
relative energy (zero: lowest compared OMol25 entry of this formula, charge and spin): 0.00 kcal/mol
2S+1: 3
HOMO level (spin up / spin down): -12.6 / -12.6 eV
net charge: +1

The geometry in XYZ format:
```
44
Properties=species:S:1:pos:R:3:forces:R:3
W 0.1656 -0.0549 -1.0083 -0.157 -0.423 -0.157
O -0.0071 -1.5921 0.5242 0.035 -0.039 -0.277
O 0.3326 0.4865 0.9334 -0.009 0.137 -0.239
O 0.5400 -0.9210 7.7037 0.028 -0.047 -0.026
O 0.2512 -3.0178 7.2799 0.039 0.036 -0.011
N 2.4586 -1.5866 -1.7337 0.016 0.223 0.010
N -2.6509 -0.3176 -1.7638 0.228 0.356 0.013
N 2.7490 -2.8163 -1.7537 -0.010 -0.048 -0.137
N 1.1134 -1.4627 -2.0591 0.038 -0.053 0.478
N -1.3964 -0.8431 -2.0297 -0.125 -0.123 0.588
N -0.6215 -3.0630 -2.4701 0.011 0.048 0.215
N 0.3820 -1.8597 6.9559 -0.098 0.041 -0.038
N -2.8986 -2.4533 -2.0833 0.042 0.211 -0.084
N 1.6707 -3.5912 -2.0664 -0.018 0.141 -0.076
N 0.0336 1.7464 -1.9767 0.071 0.005 0.026
N -1.1339 2.2634 -2.4616 -0.041 -0.033 -0.031
N -3.4919 -1.2630 -1.8070 -0.036 -0.136 -0.177
C 0.6903 -2.7479 -2.2200 -0.249 -0.124 -0.109
C 2.4203 2.3924 -1.8846 -0.007 0.015 0.004
C -1.6280 -2.1709 -2.2021 0.246 -0.185 -0.172
C 0.1371 -2.6076 4.6188 0.001 0.008 -0.045
C 0.1788 -0.7260 1.4161 0.037 0.055 0.212
C -0.9246 3.4261 -3.0714 0.079 0.000 -0.006
C 0.0875 -2.3245 3.2666 0.003 0.013 0.052
C 0.2302 -1.0029 2.8403 -0.010 0.004 -0.078
C 0.4471 3.6926 -2.9843 -0.094 0.003 0.021
C 0.4220 0.0404 3.7464 -0.004 -0.002 0.009
C 1.0117 2.6392 -2.2973 -0.013 -0.031 -0.006
C 0.4711 -0.2399 5.0987 0.003 0.005 -0.007
C 0.3276 -1.5565 5.4971 0.029 -0.032 0.085
C -2.0256 4.2056 -3.6924 -0.002 0.020 -0.010
H -1.9965 1.7333 -2.3564 -0.023 -0.033 0.021
H 3.1068 2.9321 -2.5324 -0.008 0.004 -0.007
H -0.0573 -3.1137 2.5424 0.000 -0.002 -0.003
H 0.5293 1.0561 3.3926 -0.001 -0.004 -0.007
H 0.9549 4.5538 -3.3823 -0.002 0.005 -0.001
H 2.5807 2.7414 -0.8627 0.013 -0.016 -0.002
H -2.5777 3.5961 -4.4078 0.004 -0.005 0.002
H 0.0333 -3.6129 4.9977 0.001 -0.003 0.006
H -0.8638 -4.0442 -2.4682 -0.008 -0.002 -0.046
H 2.6789 1.3304 -1.9387 -0.007 0.005 0.007
H -2.7246 4.5509 -2.9300 0.003 0.004 0.002
H -1.6225 5.0716 -4.2095 -0.005 0.000 -0.002
H 0.6165 0.5312 5.8398 0.001 0.001 0.003
```
Positions in Å, forces in eV/Å.

Results of the natural (NBO) charge analysis, in e, for atoms 1 through 6: number 1, W, carries 1.9927; number 2, O, carries -0.6481; number 3, O, carries -0.7115; number 4, O, carries -0.3445; number 5, O, carries -0.3409; number 6, N, carries -0.1046


Record 4
DFT (the ωB97M-V functional and the def2-TZVPD basis) results for a molecular structure, C14H13N2O7Rh.

Summary:
largest force on an atom: 0.44 eV Å⁻¹
relative energy (zero: lowest compared OMol25 entry of this formula, charge and spin): 7.81 kcal/mol
2S+1: 1
HOMO level: -9.3 eV
net charge: 0

The geometry in XYZ format:
```
37
Properties=species:S:1:pos:R:3:forces:R:3
Rh -0.5043 -0.6359 0.3686 -0.399 -0.181 -0.004
O 2.0268 -3.5170 1.2838 -0.060 -0.171 0.054
O -0.8492 2.6678 1.1243 0.009 -0.123 0.043
O 1.1188 -1.6436 0.5266 0.227 0.000 -0.021
O -0.9901 -0.2112 2.2291 -0.037 -0.017 -0.019
O 1.7187 0.2177 -1.7588 -0.166 -0.039 -0.022
O -2.6946 -0.6578 3.6037 -0.053 -0.063 -0.002
O -0.5867 -1.3484 -1.6168 0.008 0.024 0.087
N 0.3026 1.1070 -0.1566 0.067 0.004 -0.028
N -1.3214 -2.4528 0.8816 0.132 -0.054 -0.018
C -1.6330 -2.3392 -1.5834 0.000 0.013 -0.047
C -1.5276 -3.2409 -0.3619 -0.018 0.059 0.035
C 2.8976 4.5478 -1.8584 -0.008 -0.030 -0.009
C 1.2950 1.1592 -1.1177 0.164 0.173 0.054
C 2.7172 3.1732 -1.9979 -0.005 0.059 0.014
C 0.9773 3.3226 -0.3321 -0.027 -0.099 0.064
C 0.0258 2.3760 0.3494 0.068 0.228 -0.255
C 2.1175 5.2905 -0.9755 -0.019 -0.008 0.018
C 1.0709 -2.8024 1.1665 -0.015 0.249 0.046
C -2.4954 -2.0376 1.6671 0.029 -0.073 0.026
C -2.0632 -0.8809 2.6057 0.119 0.122 0.051
C 1.1351 4.6845 -0.1948 0.045 0.012 -0.032
C 1.7447 2.5872 -1.2166 -0.065 -0.121 0.049
C -0.3038 -3.1021 1.7437 -0.049 -0.004 -0.019
H -2.8908 -2.8561 2.2722 -0.029 0.017 0.000
H 3.3130 2.5855 -2.6833 0.001 0.001 -0.001
H 2.2806 6.3574 -0.8949 0.007 0.001 -0.003
H -0.4725 -4.1752 1.8297 0.003 -0.017 -0.012
H -0.3521 -2.6532 2.7361 0.034 -0.036 0.002
H -0.6621 -3.8953 -0.4770 -0.007 0.001 0.007
H 0.2954 -1.6769 -1.8608 0.048 0.060 -0.041
H 3.6561 5.0494 -2.4451 -0.006 0.008 -0.004
H -2.4127 -3.8764 -0.2758 -0.012 0.013 -0.021
H -1.6176 -2.9282 -2.5007 0.013 -0.013 0.018
H 0.5219 5.2503 0.4937 0.006 0.000 0.007
H -3.2819 -1.6857 0.9966 0.003 0.016 -0.015
H -2.5562 -1.7595 -1.5703 -0.007 -0.010 -0.003
```
Positions in Å, forces in eV/Å.

Results of the natural (NBO) charge analysis, in e, for atoms 1 through 6: number 1, Rh, carries 1.2783; number 2, O, carries -0.5606; number 3, O, carries -0.5530; number 4, O, carries -0.5867; number 5, O, carries -0.6577; number 6, O, carries -0.6132